No. 1
{
  "formula": "C20H27CrN2O2PS2",
  "method": "ωB97M-V/def2-TZVPD",
  "symbols": ["C", "C", "C", "C", "C", "C", "C", "C", "N", "Cr", "C", "P", "H", "H", "H", "H", "H", "H", "H", "H", "C", "C", "H", "C", "C", "H", "H", "H", "H", "H", "H", "H", "H", "H", "H", "H", "H", "H", "H", "O", "S", "O", "N", "C", "S", "C", "C", "C", "C", "C", "C", "H", "H", "H", "H"],
  "xyz": [[2.55222, -4.21764, -0.84047], [2.67705, -3.16765, -1.74473], [1.92976, -1.98144, -1.57726], [1.09483, -1.84338, -0.47196], [1.05403, -2.86855, 0.47751], [1.78893, -4.05673, 0.31603], [2.11503, -0.87006, -2.58603], [0.88027, -0.16488, -3.17209], [-0.35370, -0.24579, -2.32291], [-0.02889, -0.04027, -0.17515], [0.14277, -2.66376, 1.67202], [-1.22777, -1.51672, 1.12089], [3.34422, -3.25300, -2.60837], [1.70455, -4.83460, 1.08367], [3.06250, -5.16167, -1.01432], [0.64882, -2.18566, 2.53486], [-0.33156, -3.59874, 2.01491], [2.76790, -0.07629, -2.18298], [2.64265, -1.29385, -3.44884], [1.10539, 0.90021, -3.35048], [-2.13286, -1.11118, 2.61051], [-2.26589, -2.79518, 0.34317], [0.61866, -0.61338, -4.14866], [-1.09758, -1.48681, -2.66975], [-1.25264, 0.90769, -2.63212], [0.39028, 0.50591, 1.22030], [-1.30765, -1.49448, -3.75438], [-0.50513, -2.37152, -2.42045], [-2.05184, -1.53930, -2.12472], [-1.63080, 0.85587, -3.67245], [-2.09284, 0.90255, -1.92356], [-0.70351, 1.84612, -2.48689], [-2.53166, -3.49987, 1.14626], [-3.17446, -2.34928, -0.08353], [-1.71507, -3.33494, -0.44052], [-2.48433, -2.03442, 3.08284], [-1.48337, -0.54091, 3.28400], [-2.98195, -0.47912, 2.32069], [-1.33490, 0.39857, 0.73535], [-1.64945, 4.57325, 2.50812], [-1.07214, 4.72065, 1.19542], [-1.64311, 5.66772, 0.24861], [-0.67629, 3.27146, 0.47423], [0.62188, 3.09651, 0.29827], [1.21600, 1.84254, -0.68003], [1.47575, 4.13048, 0.90969], [2.86823, 4.28081, 1.06495], [3.38146, 5.33526, 1.82827], [2.51880, 6.27209, 2.40101], [1.13157, 6.16370, 2.20456], [0.64654, 5.12360, 1.43353], [3.54834, 3.56639, 0.59861], [4.45371, 5.44236, 1.97649], [2.91666, 7.09910, 2.98832], [0.42039, 6.86211, 2.65710]],
  "spin_multiplicity": 5,
  "e_homo_ev": [-7.4968, -8.4031],
  "orbital_gap_ev": [7.4, 6.3],
  "charge": 0,
  "total_energy_ha": -3220.331383
}

***

No. 2
{
  "formula": "C20H27FN5OPbS3Si",
  "method": "ωB97M-V/def2-TZVPD",
  "symbols": ["Pb", "C", "S", "C", "S", "N", "N", "C", "C", "C", "C", "C", "C", "N", "H", "H", "H", "H", "H", "H", "H", "H", "C", "Si", "C", "C", "N", "C", "C", "C", "C", "C", "C", "F", "H", "H", "H", "H", "H", "H", "H", "H", "H", "H", "H", "H", "H", "C", "C", "O", "H", "H", "H", "H", "H", "H", "S", "C", "N"],
  "xyz": [[-0.68989, 0.32330, 1.96953], [1.83188, -4.47305, 4.14913], [1.47909, -2.90392, 4.95709], [0.39908, -2.16552, 3.82570], [-0.16178, -0.58471, 4.35355], [0.07697, -2.79973, 2.74332], [-0.76298, -2.08167, 1.92958], [-1.61402, -2.72720, 1.23743], [-2.61543, -1.98391, 0.46125], [-3.45027, -2.62068, -0.43940], [-4.39815, -1.86630, -1.11745], [-4.47431, -0.50649, -0.87694], [-3.59860, 0.05794, 0.04072], [-2.70250, -0.66564, 0.70504], [2.54242, -4.98209, 4.79749], [2.27461, -4.30820, 3.17014], [0.92705, -5.06683, 4.05405], [-1.63172, -3.81348, 1.26590], [-3.35669, -3.68519, -0.60624], [-5.06633, -2.33862, -1.82461], [-5.20003, 0.11472, -1.38159], [-3.61214, 1.12015, 0.25470], [5.60228, 0.67620, 1.32529], [4.23866, -0.37547, 0.61057], [3.15783, -1.06208, 1.96312], [4.88765, -1.70784, -0.51096], [3.15242, 0.60583, -0.42236], [3.44521, 0.80631, -1.80888], [4.63632, 1.37274, -2.23642], [4.90023, 1.50753, -3.59346], [3.96436, 1.09195, -4.52682], [2.75911, 0.53478, -4.11573], [2.52383, 0.39965, -2.76709], [1.35835, -0.13969, -2.34714], [5.97350, 0.25354, 2.26130], [5.25460, 1.68836, 1.54445], [6.44847, 0.74806, 0.63964], [3.73936, -1.75421, 2.57789], [2.31863, -1.62869, 1.54566], [2.76967, -0.29090, 2.63190], [5.39752, -2.47873, 0.07132], [5.60438, -1.30746, -1.22921], [4.08003, -2.18779, -1.06735], [5.35133, 1.71227, -1.49697], [5.83260, 1.94729, -3.91898], [4.16648, 1.20190, -5.58343], [2.01445, 0.20262, -4.82597], [-2.21851, 3.83752, 2.69276], [-1.69971, 4.08729, 1.29699], [-1.73463, 2.83836, 0.58018], [-2.24225, 4.76800, 3.25840], [-1.57033, 3.14358, 3.23452], [-3.22916, 3.42902, 2.66366], [-0.67544, 4.46728, 1.33009], [-2.32118, 4.82268, 0.78224], [-1.40656, 2.99010, -0.31312], [1.98790, 1.59114, 0.23085], [2.82087, 3.03795, 0.63730], [3.35909, 4.01902, 0.91222]],
  "e_homo_ev": -11.4826,
  "e_above_lowest_kcal_mol": 24.3,
  "orbital_gap_ev": 7.4,
  "charge": 1,
  "total_energy_ha": -2903.925765
}

***

No. 3
{
  "formula": "C20H27HfN5O3",
  "method": "ωB97M-V/def2-TZVPD",
  "symbols": ["N", "C", "C", "H", "H", "H", "N", "C", "C", "H", "H", "H", "N", "C", "C", "H", "H", "H", "Hf", "C", "O", "C", "O", "C", "C", "C", "C", "C", "C", "H", "H", "H", "H", "H", "H", "C", "N", "C", "C", "C", "N", "C", "C", "O", "H", "H", "H", "H", "H", "H", "H", "H", "H", "H", "H", "H"],
  "xyz": [[-1.00727, -0.97525, 2.08963], [-1.01803, -1.09483, 3.24694], [-0.91435, -1.03320, 4.67459], [0.08984, -1.37782, 4.96085], [-1.68202, -1.67339, 5.13404], [-1.05711, 0.01366, 4.98365], [-2.72066, -0.69054, -1.31242], [-3.72017, -0.46323, -1.86185], [-4.94646, -0.15688, -2.50120], [-5.75402, -0.71016, -1.99242], [-4.86626, -0.45052, -3.56018], [-5.09190, 0.93008, -2.40487], [0.83779, -1.49729, -1.73840], [1.87205, -1.75246, -2.20401], [3.12224, -1.92551, -2.86028], [3.24986, -1.11044, -3.57709], [3.13573, -2.89390, -3.37650], [3.91859, -1.89350, -2.11316], [-0.83426, -1.38951, -0.18602], [-0.62391, 0.81160, -1.72390], [-0.46296, 1.74238, -2.35126], [-2.02976, 1.05027, 0.56478], [-2.74673, 1.92708, 0.57653], [-2.11525, -3.16530, 1.00682], [-0.73422, -3.42036, 0.97244], [-0.08971, -3.58233, -0.24922], [-0.83025, -3.51808, -1.44209], [-2.18996, -3.22873, -1.40500], [-2.83203, -3.04676, -0.17473], [-2.66679, -3.21293, 1.95482], [-0.19980, -3.67647, 1.90119], [0.94701, -3.95591, -0.26873], [-0.38638, -3.82418, -2.39568], [-2.76905, -3.28151, -2.33686], [-3.92834, -2.95510, -0.12963], [-0.02609, 3.04208, 1.83184], [0.49355, 2.74191, 0.48184], [1.04687, 3.93486, -0.20355], [2.49993, 4.20769, 0.22768], [3.35673, 2.97738, 0.06850], [2.59868, 1.72824, 0.22236], [3.48283, 0.58242, 0.22504], [1.26187, 1.58802, 0.32611], [0.75682, 0.39766, 0.28662], [-0.41673, 2.14490, 2.31516], [-0.84675, 3.75352, 1.71619], [0.74248, 3.49911, 2.47619], [1.04728, 3.71842, -1.29380], [0.39582, 4.80416, 0.01928], [2.53767, 4.60211, 1.25830], [2.93165, 4.97469, -0.42685], [4.15452, 2.94409, 0.82802], [3.78124, 2.94292, -0.95418], [3.97881, 0.48531, -0.74522], [4.25518, 0.77201, 0.97269], [3.01219, -0.36047, 0.46698]],
  "e_homo_ev": -19.7303,
  "e_above_lowest_kcal_mol": 40.4,
  "orbital_gap_ev": 4.9,
  "charge": 4,
  "total_energy_ha": -1324.325073
}

***

No. 4
{
  "formula": "C20H27I2IrN5O4PS",
  "method": "ωB97M-V/def2-TZVPD",
  "symbols": ["Ir", "I", "C", "C", "C", "I", "C", "O", "C", "C", "N", "C", "C", "C", "C", "C", "C", "N", "C", "H", "H", "H", "H", "H", "H", "H", "H", "H", "H", "H", "C", "O", "P", "O", "C", "O", "C", "H", "H", "H", "H", "H", "H", "H", "H", "H", "C", "C", "C", "N", "N", "C", "N", "S", "H", "H", "H", "H", "H", "H", "H"],
  "xyz": [[-0.68244, -0.02078, -0.58582], [2.18029, -7.16853, -0.47118], [1.10782, -5.39044, -0.36011], [-0.15611, -5.37284, 0.21129], [-0.85640, -4.18367, 0.27751], [-2.74521, -4.17592, 1.16360], [-0.33401, -2.98346, -0.22915], [-1.15268, -1.90862, -0.12399], [0.95441, -3.00682, -0.79208], [1.73516, -1.80309, -1.26094], [0.91620, -0.72020, -1.84302], [1.73340, 0.45203, -2.22338], [0.86260, 1.66126, -2.41891], [1.22941, 2.68140, -3.27660], [0.41612, 3.79575, -3.39536], [-0.76294, 3.84580, -2.66897], [-1.07544, 2.79431, -1.83410], [-0.27325, 1.72750, -1.69037], [1.64696, -4.21484, -0.85058], [-0.59279, -6.28098, 0.60317], [2.46792, -2.12172, -2.00544], [2.29442, -1.35550, -0.43447], [0.46118, -1.08384, -2.68166], [2.33674, 0.23735, -3.10596], [2.40517, 0.65965, -1.38749], [2.14195, 2.59334, -3.85000], [0.69026, 4.60562, -4.05765], [-1.44193, 4.68194, -2.75183], [-2.00367, 2.77886, -1.28278], [2.63552, -4.22846, -1.29271], [-3.55788, -0.24738, 2.76664], [-3.40507, -0.31223, 1.32998], [-2.56822, 0.65638, 0.42356], [-2.64409, 2.03994, 1.16793], [-1.55265, 2.93669, 1.46662], [-3.45060, 0.74723, -0.89621], [-4.65114, -0.05013, -1.14445], [-4.56189, 0.10716, 2.98104], [-2.82447, 0.42242, 3.21010], [-3.42707, -1.25883, 3.14060], [-1.75259, 3.88755, 0.98032], [-0.60409, 2.52652, 1.11926], [-1.53342, 3.07772, 2.54405], [-4.91319, 0.13873, -2.17931], [-5.44668, 0.28173, -0.48390], [-4.43138, -1.10223, -0.98235], [4.76299, 1.29191, 1.55889], [3.51521, 2.03823, 2.03814], [2.28789, 1.19868, 1.90191], [1.59032, 1.10294, 0.82833], [0.55789, 0.20605, 0.95717], [0.46701, -0.37375, 2.14661], [-0.47645, -1.23854, 2.50824], [1.71984, 0.17688, 3.19708], [5.64017, 1.92533, 1.67307], [4.67336, 1.02176, 0.50664], [4.92915, 0.38226, 2.13652], [3.35974, 2.94788, 1.45747], [3.63053, 2.33730, 3.08100], [-1.05415, -1.66589, 1.78129], [-0.41773, -1.69741, 3.40269]],
  "e_homo_ev": -12.8101,
  "e_above_lowest_kcal_mol": 2.9,
  "orbital_gap_ev": 5.8,
  "charge": 2,
  "total_energy_ha": -2791.901549
}